# 1
{"formula": "C19H40N2O7Si", "method": "ωB97M-V with the def2-TZVPD basis set", "gap_ev": 9.0, "e_homo_ha": -0.3152, "species": ["C", "C", "C", "Si", "C", "C", "O", "C", "C", "O", "O", "H", "H", "H", "H", "H", "H", "H", "H", "H", "H", "C", "O", "C", "C", "N", "C", "C", "O", "C", "H", "H", "H", "H", "H", "H", "H", "H", "H", "H", "H", "H", "H", "H", "H", "C", "O", "C", "C", "N", "C", "C", "O", "C", "H", "H", "H", "H", "H", "H", "H", "H", "H", "H", "H", "H", "H", "H", "H"], "xyz": [[1.442, -0.474, -3.023], [2.463, -0.789, -2.475], [3.694, -1.248, -1.851], [3.500, -1.333, 0.010], [3.120, 0.353, 0.771], [2.778, 0.175, 2.210], [1.725, 0.499, 2.705], [2.131, -2.552, 0.490], [1.424, -3.058, -0.738], [1.940, -3.781, -1.543], [0.156, -2.628, -0.922], [0.511, -0.273, -3.499], [3.925, -2.254, -2.208], [4.538, -0.605, -2.108], [4.784, -1.786, 0.596], [4.021, 0.970, 0.709], [2.291, 0.855, 0.272], [3.543, -0.321, 2.839], [1.430, -2.110, 1.200], [2.589, -3.409, 0.984], [-0.047, -1.937, -0.283], [-2.083, -0.222, -5.175], [-1.344, -1.286, -4.613], [-2.120, -2.263, -3.924], [-2.228, -3.557, -4.699], [-3.052, -3.409, -5.889], [-3.008, -4.529, -6.822], [-1.664, -4.951, -7.405], [-1.101, -4.034, -8.321], [-0.422, -2.938, -7.743], [-1.375, 0.561, -5.442], [-2.623, -0.517, -6.082], [-2.804, 0.185, -4.459], [-3.111, -1.864, -3.686], [-1.602, -2.472, -2.985], [-2.680, -4.312, -4.047], [-1.205, -3.886, -4.925], [-2.786, -2.564, -6.377], [-3.663, -4.278, -7.660], [-3.448, -5.402, -6.327], [-1.839, -5.866, -7.978], [-0.933, -5.201, -6.626], [0.103, -3.227, -6.827], [-1.095, -2.105, -7.518], [0.310, -2.590, -8.470], [2.037, 2.765, 5.134], [1.937, 3.625, 6.250], [1.693, 4.990, 5.945], [0.275, 5.400, 6.277], [-0.686, 4.787, 5.373], [-2.084, 4.919, 5.764], [-2.527, 4.375, 7.117], [-2.529, 2.965, 7.217], [-1.271, 2.371, 7.466], [2.467, 1.828, 5.485], [1.065, 2.541, 4.682], [2.691, 3.186, 4.364], [1.920, 5.196, 4.894], [2.376, 5.583, 6.560], [0.198, 6.489, 6.185], [0.100, 5.145, 7.331], [-0.464, 3.806, 5.264], [-2.682, 4.416, 5.000], [-2.350, 5.981, 5.725], [-3.568, 4.678, 7.258], [-1.956, 4.810, 7.947], [-0.658, 2.989, 8.129], [-0.714, 2.177, 6.545], [-1.456, 1.414, 7.954]], "nbo_charge": [-0.24, -0.03, -0.94, 1.41, -0.96, 0.44, -0.54, -0.99, 0.81, -0.58, -0.67, 0.25, 0.29, 0.26, -0.18, 0.27, 0.27, 0.11, 0.24, 0.28, 0.48, -0.24, -0.56, -0.07, -0.25, -0.63, -0.25, -0.08, -0.54, -0.25, 0.19, 0.16, 0.17, 0.17, 0.20, 0.19, 0.17, 0.35, 0.20, 0.19, 0.19, 0.16, 0.17, 0.16, 0.19, -0.24, -0.56, -0.07, -0.24, -0.63, -0.25, -0.08, -0.54, -0.25, 0.19, 0.17, 0.17, 0.17, 0.18, 0.19, 0.17, 0.35, 0.20, 0.19, 0.19, 0.16, 0.17, 0.16, 0.19]}

---

# 2
{"formula": "C3H9NO2", "method": "ωB97M-V with the def2-TZVPD basis set", "de_lowest_kcal_mol": 62.03, "gap_ev": 9.6, "e_homo_ha": -0.3365, "species": ["C", "C", "O", "O", "H", "H", "H", "H", "C", "N", "H", "H", "H", "H", "H"], "xyz": [[-1.669, 1.471, 0.005], [-0.815, 0.825, -1.056], [-0.676, -0.449, -1.086], [-0.478, 1.727, -1.977], [-1.634, 2.532, 0.240], [-1.428, 0.850, 0.918], [-2.741, 1.103, -0.238], [0.530, 1.469, -2.239], [1.181, -1.803, 1.264], [1.866, -0.699, 0.342], [0.198, -1.387, 1.360], [1.711, -1.899, 2.229], [0.839, -2.605, 0.599], [1.999, -1.213, -0.535], [1.117, 0.077, 0.174]], "nbo_charge": [-0.75, 0.78, -0.61, -0.67, 0.24, 0.25, 0.26, 0.51, -0.45, -0.85, 0.19, 0.21, 0.21, 0.35, 0.34]}

---

# 3
{"formula": "C4H6B2F8K3O3", "method": "ωB97M-V with the def2-TZVPD basis set", "total_charge": 1, "de_lowest_kcal_mol": 91.91, "gap_ev": 7.8, "e_homo_ha": -0.4423, "species": ["K", "K", "K", "B", "F", "F", "F", "F", "B", "F", "F", "F", "F", "C", "C", "C", "O", "C", "O", "O", "H", "H", "H", "H", "H", "H"], "xyz": [[3.792, -3.803, -3.072], [3.663, 2.415, 5.233], [5.027, 3.361, -2.810], [3.058, -0.043, 0.650], [2.007, 0.302, 1.506], [3.983, 0.988, 0.730], [3.684, -1.238, 0.890], [2.443, -0.175, -0.538], [5.906, -0.520, -5.997], [6.513, -1.678, -5.670], [5.239, -0.558, -7.197], [4.991, -0.222, -5.015], [6.808, 0.521, -6.049], [-3.806, -0.512, 3.561], [-4.340, 0.421, 2.503], [-3.748, 0.306, 1.102], [-4.928, 0.068, 0.293], [-6.069, 0.211, 0.989], [-7.191, 0.304, 0.426], [-5.765, 0.242, 2.328], [-4.085, -1.547, 3.364], [-4.158, -0.346, 4.580], [-2.720, -0.538, 3.482], [-4.059, 1.438, 2.775], [-3.086, -0.559, 1.160], [-3.160, 1.163, 0.774]], "nbo_charge": [1.00, 1.00, 1.00, 1.32, -0.59, -0.59, -0.57, -0.57, 1.31, -0.57, -0.56, -0.60, -0.58, -0.64, 0.07, -0.09, -0.49, 0.97, -0.58, -0.49, 0.22, 0.23, 0.21, 0.18, 0.19, 0.20]}

---

# 4
{"formula": "C5H6O4Sm", "method": "ωB97M-V with the def2-TZVPD basis set", "s2": 12.009, "spin_multiplicity": 7, "de_lowest_kcal_mol": 0.87, "gap_ev": [4.5, 4.5], "e_homo_ha": [-0.1933, -0.1944], "species": ["O", "O", "C", "C", "C", "H", "H", "H", "H", "Sm", "O", "O", "C", "C", "H", "H"], "xyz": [[0.723, 0.292, 0.756], [1.534, 2.122, 1.622], [1.387, 3.479, 1.913], [2.277, 4.080, 2.685], [0.641, 1.501, 0.912], [0.505, 3.952, 1.480], [-0.194, 2.103, 0.519], [2.133, 5.130, 2.930], [3.126, 3.546, 3.112], [-0.335, -1.905, -0.443], [-0.426, -3.228, -2.387], [-2.180, -3.242, -1.035], [-1.663, -3.685, -2.183], [-2.337, -4.484, -3.068], [-3.342, -4.833, -2.835], [-1.846, -4.826, -3.979]], "mulliken_spin": [0.01, 0.00, 0.00, 0.00, 0.00, 0.00, 0.00, 0.00, 0.00, 6.04, -0.01, -0.02, -0.01, -0.01, 0.00, 0.00]}

---

# 5
{"formula": "C3H8NOP", "method": "ωB97M-V with the def2-TZVPD basis set", "de_lowest_kcal_mol": 60.56, "gap_ev": 9.6, "e_homo_ha": -0.3163, "species": ["C", "C", "O", "P", "N", "C", "H", "H", "H", "H", "H", "H", "H", "H"], "xyz": [[1.051, 1.789, -0.712], [1.702, 0.638, -0.810], [1.848, -0.435, 0.091], [0.525, -1.089, 0.699], [-0.677, -0.428, -0.011], [-2.077, -0.494, 0.314], [0.788, 2.133, 0.234], [0.770, 2.302, -1.615], [1.938, 0.274, -1.791], [0.655, -2.446, 0.750], [0.859, -0.784, 2.017], [-2.479, -0.291, -0.673], [-2.433, -1.459, 0.548], [-2.470, 0.290, 0.960]], "nbo_charge": [-0.42, 0.14, -0.81, 1.68, -1.08, -0.41, 0.20, 0.22, 0.17, -0.11, -0.14, 0.20, 0.17, 0.18]}

---

# 6
{"formula": "C25H19IrNO7PS", "method": "ωB97M-V with the def2-TZVPD basis set", "total_charge": 2, "de_lowest_kcal_mol": 0.00, "gap_ev": 6.6, "e_homo_ha": -0.5429, "species": ["Ir", "O", "C", "O", "C", "C", "C", "C", "C", "N", "C", "O", "O", "H", "H", "H", "H", "H", "O", "S", "O", "O", "C", "C", "C", "C", "C", "C", "P", "C", "C", "C", "C", "C", "C", "C", "C", "C", "C", "C", "C", "H", "H", "H", "H", "H", "H", "H", "H", "H", "H", "H", "H", "H", "H"], "xyz": [[0.174, -0.315, -0.396], [-1.773, -3.031, 1.852], [-1.093, -2.065, 1.332], [-1.015, -1.867, 0.105], [-0.415, -1.111, 2.261], [-0.594, -1.046, 3.699], [-0.021, -0.047, 4.372], [0.775, 1.044, 3.716], [0.870, 0.901, 2.175], [0.312, -0.294, 1.581], [2.115, 1.189, 1.353], [3.190, 1.721, 1.873], [2.040, 1.002, 0.151], [-2.191, -3.591, 1.170], [-1.171, -1.822, 4.182], [-0.116, -0.001, 5.450], [1.727, 1.145, 4.243], [3.183, 1.756, 2.840], [1.837, -0.638, -2.154], [0.891, 0.100, -3.013], [0.986, 1.612, -2.209], [-0.468, -0.306, -2.413], [-0.044, 2.525, -2.312], [0.062, 3.532, -3.256], [-0.899, 4.528, -3.317], [-1.969, 4.536, -2.429], [-2.082, 3.531, -1.488], [-1.128, 2.508, -1.422], [-1.467, 1.207, -0.231], [-1.449, 1.850, 1.448], [-2.538, 2.059, 2.197], [-2.465, 2.484, 3.600], [-1.299, 2.600, 4.231], [0.008, 2.403, 3.526], [-0.079, 2.151, 1.996], [-3.048, 0.457, -0.589], [-3.508, 0.463, -1.906], [-4.687, -0.193, -2.227], [-5.406, -0.855, -1.244], [-4.949, -0.872, 0.070], [-3.772, -0.226, 0.398], [0.915, 3.534, -3.922], [-0.807, 5.311, -4.058], [-2.710, 5.322, -2.473], [-2.924, 3.531, -0.805], [-3.525, 1.896, 1.779], [-3.394, 2.670, 4.120], [-1.267, 2.880, 5.277], [0.660, 3.247, 3.754], [0.387, 2.926, 1.382], [-2.946, 0.970, -2.679], [-5.042, -0.185, -3.248], [-6.331, -1.356, -1.498], [-5.521, -1.378, 0.837], [-3.435, -0.234, 1.429]], "nbo_charge": [1.06, -0.58, 0.79, -0.52, 0.18, -0.29, -0.04, -0.26, -0.01, -0.35, 0.83, -0.58, -0.55, 0.54, 0.27, 0.26, 0.24, 0.51, -0.95, 1.81, -0.72, -0.94, 0.32, -0.24, -0.13, -0.22, -0.10, -0.52, 1.42, -0.42, -0.09, -0.24, -0.11, -0.24, -0.21, -0.49, -0.08, -0.21, -0.14, -0.21, -0.20, 0.25, 0.25, 0.25, 0.22, 0.24, 0.25, 0.24, 0.26, 0.26, 0.23, 0.25, 0.25, 0.24, 0.21]}

---

Number 1: E_tot -45537.809 eV, M 436.6 g/mol. Number 2: E_tot -8840.266 eV, M 91.1 g/mol. Number 3: E_tot -82462.841 eV, M 393.0 g/mol. Number 4: E_tot -31373.951 eV, M 280.5 g/mol. Number 5: E_tot -16064.428 eV, M 105.1 g/mol. Number 6: E_tot -65002.325 eV, M 700.7 g/mol.